ORCA calculation (the ωB97M-V functional and the def2-TZVPD basis) on a cluster of 7 separate species, C15H44O7 in total.

## Properties
energy relative to the best compared isomer or geometry (same formula, charge and spin): 61.0 kcal per mole
SMILES: CC(C)O.CC(C)O.CC(C)O.CC(C)O.CC(C)O.O.O
E_tot: -30598.9943 eV
spin multiplicity: 1
E_HOMO: -0.350 Eh

Geometry (Å):
C -5.29 -3.93 -15.73
C -6.52 -4.70 -16.24
C -6.21 -5.92 -17.17
O -7.44 -4.90 -15.21
H -4.61 -4.16 -16.55
H -4.88 -4.29 -14.78
H -5.41 -2.85 -15.73
H -6.83 -3.89 -16.90
H -7.10 -6.42 -17.55
H -5.69 -6.69 -16.60
H -5.57 -5.74 -18.03
H -7.72 -4.02 -14.92
C -3.89 2.86 -10.78
C -3.40 1.82 -11.79
C -2.98 0.49 -11.15
O -4.35 1.53 -12.80
H -3.15 3.58 -10.42
H -4.22 2.28 -9.92
H -4.80 3.27 -11.21
H -2.46 2.15 -12.23
H -2.56 0.57 -10.15
H -2.18 0.09 -11.78
H -3.90 -0.09 -11.06
H -5.22 1.75 -12.47
C -4.36 4.56 -16.56
C -5.87 4.09 -16.65
C -5.86 2.67 -17.15
O -6.42 4.16 -15.40
H -3.72 3.99 -17.23
H -3.85 4.36 -15.63
H -4.21 5.64 -16.64
H -6.40 4.74 -17.35
H -5.12 2.08 -16.61
H -5.56 2.51 -18.19
H -6.77 2.10 -17.03
H -6.06 3.48 -14.84
C -3.58 -1.27 -20.45
C -3.22 -1.43 -18.98
C -1.84 -2.18 -18.80
O -3.12 -0.10 -18.40
H -3.85 -2.28 -20.76
H -2.81 -0.87 -21.10
H -4.51 -0.70 -20.51
H -4.01 -1.94 -18.43
H -1.38 -2.09 -17.82
H -1.15 -2.00 -19.62
H -2.11 -3.23 -18.96
H -3.52 -0.16 -17.53
C -0.42 -0.42 -14.97
C 0.46 0.73 -14.49
C 1.81 0.71 -15.19
O -0.20 1.92 -14.68
H -1.23 -0.60 -14.27
H 0.00 -1.43 -15.05
H -0.91 -0.01 -15.85
H 0.61 0.57 -13.42
H 1.68 0.88 -16.26
H 2.17 -0.31 -15.03
H 2.37 1.47 -14.66
H -0.48 1.94 -15.60
O -6.86 0.00 -15.23
H -7.18 -0.08 -16.13
H -7.34 -0.67 -14.74
O -4.04 -0.52 -15.80
H -4.94 -0.34 -15.54
H -3.51 -0.03 -15.17